{
  "formula": "C5H7N3OS",
  "method": "ωB97M-V/def2-TZVPD",
  "symbols": ["C", "H", "H", "O", "H", "C", "H", "N", "C", "H", "N", "C", "H", "C", "H", "S", "N"],
  "positions_angstrom": [[1.5278, -1.2068, 0.1983], [-3.0117, 0.8167, -0.5429], [2.4417, -2.5933, -0.7931], [0.8685, -1.8375, 0.9891], [-2.3760, -0.8293, -0.2141], [-1.3664, 0.5453, 0.8035], [2.4731, 1.4273, 1.0920], [0.2590, 0.4345, -1.3265], [0.7637, 0.6991, -0.1005], [2.5009, -1.0324, -1.5302], [-0.1250, 0.7745, 0.9750], [-1.0187, 0.2233, -1.5236], [-1.2784, -0.1040, -2.4916], [-2.1212, 0.1742, -0.4356], [-1.9604, 0.5830, 1.6641], [2.0001, 1.8238, -0.0322], [2.4340, -1.5875, -0.6969]],
  "orbital_gap_ev": 8.11,
  "de_lowest_kcal_mol": 65.4,
  "e_lumo_ha": 0.00825,
  "e_homo_ev": -7.889
}



{
  "formula": "C37H49F3KMgN3O10Si",
  "method": "ωB97M-V/def2-TZVPD",
  "symbols": ["H", "N", "H", "H", "O", "O", "C", "H", "H", "H", "N", "H", "C", "H", "K", "C", "O", "C", "O", "H", "C", "O", "O", "C", "H", "C", "C", "C", "C", "H", "H", "C", "H", "C", "C", "H", "H", "F", "H", "H", "H", "H", "H", "C", "O", "C", "H", "H", "C", "H", "H", "Mg", "H", "C", "C", "H", "H", "C", "C", "H", "H", "H", "H", "H", "C", "C", "C", "H", "C", "H", "C", "O", "C", "C", "F", "O", "H", "C", "N", "C", "C", "H", "O", "H", "C", "C", "H", "H", "Si", "H", "H", "H", "C", "H", "C", "C", "C", "H", "H", "H", "H", "C", "F", "H", "H"],
  "positions_angstrom": [[-2.3352, -2.0721, 5.0669], [2.7342, 2.8177, -0.1262], [-5.8541, 2.9708, 1.8102], [-3.1581, 6.4060, 0.4084], [2.0981, -9.6201, 3.1669], [4.2043, -5.8511, 0.9597], [2.9890, -2.5151, -0.1375], [3.2272, -11.3303, 3.2955], [1.6396, -11.5390, 2.5251], [-0.3280, -2.5997, 1.3815], [4.9949, 2.5109, -0.2120], [-2.8090, 4.1290, -2.2854], [2.5044, -10.8764, 2.6085], [0.3582, -1.4920, -1.4627], [-5.0467, 6.5624, -0.1828], [-2.6057, 5.5845, 1.0442], [-0.2610, 4.7067, -8.5616], [3.1391, -10.5739, 1.2652], [-0.2873, 5.2943, -3.4094], [0.5332, -0.4282, 6.4381], [-8.1023, 4.5753, -0.8257], [1.9213, -1.9187, -0.0490], [0.0725, -2.8852, 2.2196], [5.3395, -2.7517, -0.6886], [-1.6226, 2.7210, 1.8593], [-1.6824, 2.2598, -1.8083], [-2.6954, 2.5266, 1.4882], [-0.5288, 0.7260, -4.7860], [-0.2189, 2.1445, -2.4812], [-0.2725, 1.7789, -8.4337], [-1.0928, -3.2992, 4.6865], [-1.4739, -2.3060, 4.4359], [1.8903, -8.0884, 1.8125], [2.6868, -8.5609, 2.3970], [-6.1543, 3.5212, 0.8560], [1.9268, 6.2704, -7.3565], [-1.4722, 5.6588, 0.8298], [0.7285, 3.0675, -1.9446], [-4.6905, 5.2841, -2.2437], [-0.7012, -0.2311, -4.1638], [-1.1964, 4.4494, -1.2613], [1.9176, 6.4550, -4.7333], [-2.4201, 1.7872, -2.5547], [0.2703, 4.5354, -7.4403], [-0.1890, -2.2750, -1.4661], [-2.0943, 3.7633, -1.4326], [4.9767, 2.4998, -1.2154], [6.2800, -2.4164, -1.1113], [4.2429, -1.9361, -0.7847], [-1.7355, 0.3616, 4.6396], [-1.1957, -0.8425, 6.6414], [-2.7947, 6.1105, -2.2475], [-7.3598, 5.6598, -2.7885], [1.2420, 5.5979, -6.7163], [3.8932, 2.6698, 0.5617], [-8.4896, 3.4041, 1.2022], [3.1167, -7.8137, 3.0676], [-0.2420, -1.1666, 6.2240], [-0.0328, 3.2037, -6.5828], [-1.6481, 1.5581, -0.8883], [1.1968, -2.6948, 4.6311], [0.7595, -0.9443, 2.1321], [-1.7823, -2.2332, 3.4011], [3.8761, -11.3209, 0.9646], [-5.0498, 4.0663, -0.1236], [-0.2581, 2.1128, -4.0862], [-0.2901, 1.8547, -7.2926], [-2.8654, 1.4578, 1.1276], [4.1543, -4.6998, 0.4942], [1.7097, -0.9953, 4.4678], [0.2408, 4.7817, -4.4334], [3.9412, 2.6786, 1.7829], [0.9709, -1.7379, 4.1531], [-7.0324, 5.1054, -1.8455], [-1.4257, 2.4742, 5.0850], [6.5297, -4.6157, -0.0091], [-0.7241, -0.3946, -6.8691], [-0.8002, 0.0605, 4.1641], [-0.3883, -1.2832, 4.7237], [3.0561, -3.8731, 0.4090], [1.2550, 5.7103, -5.2862], [-0.9478, -0.0316, 3.0879], [4.1692, -0.8118, -1.3209], [-3.3780, 2.7119, 2.4044], [5.4330, -4.0795, -0.0557], [0.9942, -1.8858, 2.6324], [1.9922, -2.1922, 2.3129], [2.6734, 2.8131, -1.1270], [-3.1458, 3.8858, 0.2117], [3.8972, -8.6343, 0.5797], [-2.8618, 5.6358, 2.1556], [5.8758, 2.3974, 0.2620], [3.7245, -9.1989, 1.4970], [4.6773, -9.2867, 2.0294], [-0.5487, 0.6143, -6.3544], [-5.4897, 4.8516, -1.4815], [-0.0235, 3.3284, -5.0101], [1.8933, 2.9371, 0.4137], [0.0375, -2.1439, 6.6218], [-9.2145, 4.7529, -1.0152], [-0.0141, 0.7834, 4.3847], [-7.6810, 3.7777, 0.4919], [0.2578, 0.8347, -2.0950], [2.3672, -10.5228, 0.4898], [2.1020, -4.2292, 0.7846]],
  "orbital_gap_ev": 3.48,
  "e_lumo_ha": -0.12050,
  "e_homo_ev": -6.762
}



{
  "formula": "C5H10N2O2S",
  "method": "ωB97M-V/def2-TZVPD",
  "symbols": ["C", "O", "H", "N", "H", "H", "C", "H", "H", "H", "C", "O", "N", "H", "H", "S", "C", "C", "H", "H"],
  "positions_angstrom": [[0.0939, 1.2383, 0.0472], [-1.3800, 1.4911, 3.0662], [1.4875, 0.0025, -1.3583], [0.6222, 1.3763, 1.3350], [-1.9494, 0.3406, 0.5190], [1.2917, 1.8571, -1.5848], [1.3483, 1.0666, -0.8901], [-1.0608, -2.0110, 0.1007], [0.6892, -1.2602, 0.0680], [-1.0835, -0.0350, -1.2572], [-1.0237, 0.0923, -0.2103], [-1.9774, 3.1154, 1.6962], [-1.2645, 2.2802, 2.1683], [2.1890, 1.2078, -0.2945], [-0.3165, 2.2607, -0.1446], [0.6488, 0.3158, 2.4901], [-0.3838, -1.2315, 0.3617], [-0.3124, -1.1651, 1.8647], [-1.3131, -0.9076, 2.1771], [0.2811, -2.0073, 2.3143]],
  "orbital_gap_ev": [7.78, 7.36],
  "de_lowest_kcal_mol": 123.0,
  "e_lumo_ha": [-0.01880, -0.02230],
  "e_homo_ev": [-8.295, -7.965]
}



{
  "formula": "C5H9NO5Zr",
  "method": "ωB97M-V/def2-TZVPD",
  "symbols": ["H", "O", "H", "C", "H", "O", "H", "H", "C", "N", "O", "H", "C", "C", "Zr", "O", "H", "C", "H", "H", "O"],
  "positions_angstrom": [[1.0394, -1.6594, 0.2605], [3.1899, 0.9736, 0.0777], [0.3598, -0.7635, -2.1500], [-3.1344, 0.3753, 0.4641], [-1.1718, -1.2284, 0.0414], [-3.3432, 0.0215, 1.6928], [2.6240, 1.5345, -0.4892], [-0.8094, 2.2733, 0.5068], [0.3623, -0.2282, -1.2163], [-1.8397, 0.7849, -0.0449], [2.6756, -0.5196, 1.6405], [-1.6812, -0.6664, -1.5455], [-1.0761, -0.4194, -0.6838], [1.5241, -0.9386, -0.3766], [4.6004, 0.3157, 1.5593], [-3.9779, 0.4745, -0.3912], [0.5983, 0.7995, -1.4563], [2.4655, -0.1615, 0.4719], [-3.3299, -0.9515, 1.8183], [2.1452, -1.4880, -1.0813], [-1.2209, 1.4717, 0.9018]],
  "total_charge": 4,
  "orbital_gap_ev": 2.22,
  "e_lumo_ha": -0.76891,
  "e_homo_ev": -23.146
}



The following total energy values (in eV) correspond, in order, to the records above: -22648.82754 -101885.65367 -23251.33592 -18278.11065.